BrH6LiO3 as an isolated structure at a distorted geometry. Source: OMol25; level of theory: ωB97M-V/def2-TZVPD.

Energy relative to the best compared isomer or geometry (same formula, charge and spin) in kJ/mol: 622.15
Calculated total energy in Ha: -2810.73660
HOMO in Ha: -0.3599
Spin multiplicity: 1
LUMO energy in eV: -1.3
Molar mass in g mol⁻¹: 140.89

Cartesian coordinates (Å):
Li1 -21.8657 12.8890 -7.3404
Br1 -22.9855 11.5038 -7.6007
O1 -24.5797 12.2874 -5.8976
H1 -24.5957 13.2445 -5.8966
H2 -23.9175 12.0591 -6.5499
O2 -24.4775 11.4645 -9.6538
H3 -23.6949 11.7285 -9.1699
H4 -24.7814 12.2683 -10.0754
O3 -22.5962 9.2560 -9.1070
H5 -22.6918 10.2036 -9.0116
H6 -22.6995 8.9138 -8.2191

---

C10H38N4O5 as an isolated structure at a distorted geometry. Source: OMol25; level of theory: ωB97M-V/def2-TZVPD.

Energy relative to the best compared isomer or geometry (same formula, charge and spin) in kJ/mol: 447.51
Calculated total energy in Ha: -998.37416
HOMO in Ha: -0.2328
Spin multiplicity: 1
LUMO energy in eV: 0.7
Molar mass in g mol⁻¹: 294.44

Cartesian coordinates (Å):
N1 11.0959 8.9913 -19.0786
H1 11.3901 9.7286 -18.4541
H2 10.1493 9.1640 -19.3858
H3 11.0870 8.1326 -18.5470
H4 11.7254 8.9048 -19.8636
N2 13.0070 8.6258 -16.9160
H5 13.0134 8.3677 -15.9396
H6 12.4748 9.4563 -17.1332
H7 12.4666 7.9023 -17.3684
H8 13.8642 8.5226 -17.4401
C1 11.2869 11.1173 -17.0270
O1 12.2206 10.5326 -17.9105
H9 11.3775 10.5528 -16.0990
H10 11.5374 12.1644 -16.8571
H11 10.2585 10.9576 -17.3511
C2 12.0144 6.2736 -17.5112
O2 11.3780 7.4432 -17.9264
H12 11.3098 5.7627 -16.8550
H13 12.1436 5.6351 -18.3852
H14 12.9714 6.3787 -17.0000
O3 14.3067 11.0289 -15.7466
H15 14.2028 11.9270 -15.4324
H16 13.5251 10.8675 -16.2751
C3 14.9232 6.4311 -16.5652
C4 15.3953 7.4301 -17.5414
C5 16.3875 6.7616 -18.5457
O4 17.0707 7.7092 -19.4168
C6 18.3059 8.1785 -18.9966
N3 14.3276 8.0924 -18.2874
H17 14.3201 5.6896 -17.0892
H18 14.3576 6.9548 -15.7945
H19 15.7544 5.9440 -16.0553
H20 15.9377 8.2427 -17.0580
H21 15.7802 6.0269 -19.0744
H22 17.1848 6.1911 -18.0694
H23 18.8354 8.5292 -19.8825
H24 18.8863 7.3528 -18.5851
H25 18.1409 8.9240 -18.2187
H26 13.8867 7.4970 -18.9739
H27 14.6960 8.8422 -18.8550
C7 11.0331 7.7942 -14.8511
C8 12.3326 8.1379 -14.1183
C9 13.2884 6.8985 -13.9551
O5 12.6740 5.8099 -13.2488
C10 13.6072 4.8566 -12.8069
N4 12.9758 9.1169 -14.9263
H28 11.3057 7.1252 -15.6675
H29 10.4719 8.5482 -15.4029
H30 10.3452 7.3198 -14.1513
H31 12.0946 8.6427 -13.1820
H32 14.1512 7.2224 -13.3731
H33 13.4931 6.5019 -14.9496
H34 13.1383 4.0133 -12.2998
H35 14.2900 5.1866 -12.0241
H36 14.2553 4.5133 -13.6132
H37 12.5230 10.0186 -14.9715
H38 13.8977 9.3021 -14.5576

---

A 2-piece molecular cluster, C3H8N3 overall at a distorted geometry. Source: OMol25; level of theory: ωB97M-V/def2-TZVPD.

Energy relative to the best compared isomer or geometry (same formula, charge and spin) in kJ/mol: 202.99
Calculated total energy in Ha: -282.89469
Charge: +1
HOMO (alpha / beta) in Ha: -0.4460 / -0.5619
Spin multiplicity: 3
LUMO energy (alpha / beta) in eV: -3.2 / -6.9
Molar mass in g mol⁻¹: 86.12

Cartesian coordinates (Å):
C1 -1.0831 0.2317 -0.0725
C2 1.7162 -0.6084 -0.5340
C3 1.7391 0.2750 0.6368
N1 0.8991 0.6006 -0.4958
N2 -1.4819 -0.7727 0.6826
N3 -1.7926 1.2138 -0.5703
H1 2.4427 -0.5728 -1.3732
H2 1.0902 -1.4540 -0.7313
H3 1.3375 -0.1987 1.4684
H4 2.5488 1.0432 0.8704
H5 -1.0170 -1.6800 0.7186
H6 -2.4463 -1.0010 0.8412
H7 -1.2388 1.8407 -1.1337
H8 -2.7139 1.0824 -0.3071

---

A 3-piece molecular cluster, C3H12N2O3 overall at a distorted geometry. Source: OMol25; level of theory: ωB97M-V/def2-TZVPD.

Energy relative to the best compared isomer or geometry (same formula, charge and spin) in kJ/mol: 72.29
Calculated total energy in Ha: -456.74263
HOMO in Ha: -0.3398
Spin multiplicity: 1
LUMO energy in eV: 0.7
Molar mass in g mol⁻¹: 124.14
Structure (SMILES): C[C@@H](N)C(N)=O.O.O

Cartesian coordinates (Å):
C1 0.6610 -0.9173 -1.3789
C2 -0.0672 0.1543 -0.5959
N1 -0.1905 1.4336 -1.2624
C3 -1.4588 -0.4446 -0.1948
N2 -2.1747 -1.2292 -1.0557
O1 -1.8930 -0.1865 0.9148
H1 0.4573 -0.9014 -2.4565
H2 0.6502 -1.9307 -1.0168
H3 1.7311 -0.6589 -1.4969
H4 0.3910 0.3051 0.3789
H5 -0.2432 1.3239 -2.2700
H6 -1.0346 1.8658 -0.9130
H7 -3.0178 -1.7205 -0.7857
H8 -1.7602 -1.5512 -1.9177
O2 2.4221 -0.2095 1.7180
H9 2.5773 -0.7054 2.5321
H10 1.8656 0.5653 1.9430
O3 0.6775 1.6723 2.7274
H11 0.1003 1.1101 3.2316
H12 0.3067 2.0247 1.8983

---

C30H27N4O10S2Ti as an isolated structure at a distorted geometry. Source: OMol25; level of theory: ωB97M-V/def2-TZVPD.

Energy relative to the best compared isomer or geometry (same formula, charge and spin) in kJ/mol: 142.89
Calculated total energy in Ha: -3776.92397
Charge: -1
HOMO (alpha / beta) in Ha: -0.1127 / -0.2143
Spin multiplicity: 3
LUMO energy (alpha / beta) in eV: 2.3 / 2.2
Molar mass in g mol⁻¹: 715.57

Cartesian coordinates (Å):
Ti1 -0.3635 0.6073 0.1955
O1 -0.5248 -1.7109 -4.3193
C1 -0.4430 -1.4991 -2.9630
O2 -1.4155 -1.8013 -2.2712
C2 0.8113 -0.9415 -2.5468
C3 1.9303 -1.0878 -3.4098
C4 3.1822 -0.7724 -2.9878
C5 3.3447 -0.2148 -1.6861
C6 2.2399 0.0128 -0.9304
N1 0.9550 -0.3457 -1.2907
C7 2.3944 0.9727 0.2583
O3 3.4208 0.9904 0.9030
O4 1.3588 1.7660 0.3670
H1 -1.4121 -2.0797 -4.4300
H2 1.7589 -1.4965 -4.3950
H3 4.0351 -0.9145 -3.6418
H4 4.3023 0.1003 -1.2948
O5 -1.2989 0.0477 3.4470
S1 -0.8342 1.3762 3.1686
O6 -1.4062 2.4185 3.9771
O7 -0.9683 1.7496 1.6968
C8 0.9211 1.3230 3.5180
C9 1.4762 2.4582 4.0807
C10 2.7769 2.4405 4.5587
C11 3.5275 1.2797 4.5038
C12 3.0005 0.1412 3.9241
C13 1.7090 0.1519 3.4200
S2 1.2680 -1.3374 2.5409
O8 2.4701 -1.9030 1.9833
O9 0.4997 -2.2171 3.3771
O10 0.4199 -0.7553 1.4108
H5 0.8595 3.3423 4.1649
H6 3.2043 3.3419 4.9813
H7 4.5405 1.2663 4.8886
H8 3.6023 -0.7503 3.8044
C14 -4.0522 -1.6431 1.2816
C15 -4.9920 -0.7390 0.7719
C16 -4.5577 0.3689 0.0784
C17 -3.1868 0.5740 -0.1326
C18 -2.2253 -0.3396 0.3264
C19 -2.7073 -1.4281 1.0709
C20 -2.6873 1.7356 -0.8936
C21 -3.5510 2.7769 -1.3532
C22 -3.0840 3.7609 -2.1357
C23 -1.7244 3.7461 -2.5439
C24 -1.1989 4.7121 -3.4310
C25 0.1065 4.6658 -3.8110
C26 0.9396 3.6368 -3.3063
C27 0.4567 2.7009 -2.4425
C28 -0.8978 2.7339 -2.0382
N2 -1.3841 1.7649 -1.1628
H9 -4.3837 -2.4929 1.8689
H10 -6.0506 -0.8956 0.9362
H11 -5.2940 1.0675 -0.3017
H12 -2.0037 -2.1021 1.5555
H13 -4.5863 2.7667 -1.0464
H14 -3.7324 4.5655 -2.4672
H15 -1.8610 5.4858 -3.8061
H16 0.5043 5.4096 -4.4895
H17 1.9795 3.5846 -3.6029
H18 1.1069 1.9292 -2.0625
N3 2.0547 -4.6715 0.2186
C29 0.7180 -5.2472 0.3806
C30 -0.2387 -4.1239 0.7181
N4 0.0160 -2.9495 -0.1626
H19 2.7625 -5.3750 0.0725
H20 2.3238 -4.1126 1.0256
H21 0.9483 -3.0341 -0.5801
H22 0.6499 -5.9954 1.1740
H23 0.4246 -5.7197 -0.5583
H24 -0.0645 -3.7926 1.7391
H25 -1.2773 -4.4201 0.6115
H26 -0.6586 -2.7713 -0.9147
H27 0.0660 -2.0915 0.4102

---

A 2-piece molecular cluster, C3H8NO overall at a distorted geometry. Source: OMol25; level of theory: ωB97M-V/def2-TZVPD.

Energy relative to the best compared isomer or geometry (same formula, charge and spin) in kJ/mol: 85.36
Calculated total energy in Ha: -248.80338
Charge: +1
HOMO in Ha: -0.5557
Spin multiplicity: 1
LUMO energy in eV: -5.1
Molar mass in g mol⁻¹: 74.10

Cartesian coordinates (Å):
C1 -0.1587 1.3591 0.5352
C2 0.5993 2.3887 0.2488
C3 -1.1548 -0.6623 -0.2162
N1 -0.4247 0.3519 -0.4396
H1 -0.6903 1.2475 1.4769
H2 1.0074 2.5593 -0.7433
H3 0.8562 3.2183 0.8818
H4 -1.2779 -1.4279 -0.9594
H5 -1.6390 -0.7233 0.7436
H6 0.1303 0.4194 -1.2907
H7 0.3995 -3.0887 0.4774
H8 1.5562 -3.0867 -0.4921
O1 0.7965 -2.5553 -0.2224

---

One molecule with the formula C4H7FN2 at a distorted geometry. Source: OMol25; level of theory: ωB97M-V/def2-TZVPD.

Energy relative to the best compared isomer or geometry (same formula, charge and spin) in kJ/mol: 155.98
Calculated total energy in Ha: -365.91908
HOMO in Ha: -0.3186
Spin multiplicity: 1
LUMO energy in eV: 0.6
Molar mass in g mol⁻¹: 102.11
Structure (SMILES): C=C/C(CF)=N/N

Cartesian coordinates (Å):
C1 2.4134 -0.0314 -0.1457
C2 1.3011 -0.7649 -0.1131
C3 -0.0779 -0.3408 0.1029
C4 -0.4194 1.0793 0.4921
F1 -0.9024 1.7997 -0.5916
N1 -1.0120 -1.2089 -0.1710
N2 -2.3276 -0.7663 -0.0161
H1 3.3367 -0.3722 -0.6238
H2 2.4709 1.0235 0.1857
H3 1.4300 -1.8300 -0.4096
H4 -1.1768 1.1294 1.3119
H5 0.5184 1.5780 0.7799
H6 -2.5715 0.1396 -0.4327
H7 -2.9831 -1.4350 -0.3690

---

C42H54N10ORbS2Te as an isolated structure. Source: OMol25; level of theory: ωB97M-V/def2-TZVPD.

Calculated total energy in Ha: -3344.17763
Charge: -2
HOMO (alpha / beta) in Ha: -0.0731 / -0.0731
Spin multiplicity: 2
LUMO energy (alpha / beta) in eV: 3.6 / 3.6
Molar mass in g mol⁻¹: 992.17

Cartesian coordinates (Å):
Rb1 0.4421 -0.5188 1.0407
N1 -0.6995 1.3519 3.5824
C1 -2.1396 1.5936 3.4364
C2 -2.9014 0.3828 3.9384
N2 -2.5513 -0.7492 3.1038
C3 -2.9944 -2.0462 3.5724
C4 -2.2804 -3.1342 2.7845
N3 -0.8309 -2.9986 2.9588
H1 -0.4435 1.2490 4.5566
H2 -0.1606 2.1185 3.1985
H3 -2.3390 1.7122 2.3708
H4 -2.5065 2.4940 3.9406
H5 -3.9773 0.5766 3.8921
H6 -2.6480 0.2004 4.9981
H7 -1.5420 -0.7746 3.0756
H8 -4.0770 -2.1368 3.4359
H9 -2.7887 -2.1880 4.6486
H10 -2.5017 -3.0015 1.7241
H11 -2.6754 -4.1082 3.0923
H12 -0.3287 -3.5343 2.2564
H13 -0.5276 -3.3111 3.8715
C5 -1.9435 -4.3844 -3.7482
C6 -0.9907 -5.2067 -2.8827
N4 0.3002 -4.5745 -2.6808
C7 0.5457 -3.5410 -1.7917
S1 -0.5699 -3.2364 -0.5257
N5 1.6594 -2.9090 -2.1291
N6 2.1154 -1.9695 -1.2683
C8 3.2062 -1.3851 -1.6192
C9 3.9192 -1.6684 -2.9159
C10 3.8551 -0.4508 -0.6598
C11 5.0803 0.1451 -0.9665
C12 5.7109 0.9442 -0.0248
C13 5.1212 1.1338 1.2115
C14 3.8888 0.5339 1.4217
N7 3.2675 -0.2150 0.5198
H14 -2.9055 -4.8940 -3.8704
H15 -1.5179 -4.2028 -4.7398
H16 -2.1224 -3.4213 -3.2652
H17 -0.8153 -6.1892 -3.3275
H18 -1.4363 -5.3506 -1.9029
H19 0.8982 -4.5104 -3.4902
H20 3.3739 -2.4398 -3.4489
H21 4.9409 -2.0179 -2.7333
H22 3.9711 -0.7705 -3.5403
H23 5.5405 -0.0136 -1.9309
H24 6.6635 1.4069 -0.2568
H25 5.5952 1.7195 1.9897
H26 3.3746 0.6619 2.3735
C15 -7.6101 -0.4265 -4.0130
C16 -6.3985 -0.0121 -3.2135
C17 -5.7785 -0.8968 -2.3399
C18 -4.6474 -0.5358 -1.6048
C19 -4.0497 -1.5520 -0.6533
C20 -4.1020 0.7479 -1.7761
Te1 -2.2090 1.2511 -0.5714
N8 -0.6716 2.3567 0.3743
C21 -0.8930 3.6058 0.7599
O1 -1.8814 4.3556 0.5489
C22 0.2476 4.1934 1.5900
C23 0.0545 5.4161 2.2227
C24 1.0395 5.9503 3.0478
C25 2.2378 5.2702 3.2365
C26 2.4496 4.0593 2.5860
C27 1.4601 3.5255 1.7683
C28 -1.3099 1.7669 -2.4266
C29 -0.9288 3.0964 -2.6002
C30 -0.2555 3.4992 -3.7456
C31 0.0411 2.5661 -4.7316
C32 -0.3427 1.2433 -4.5616
C33 -1.0153 0.8152 -3.4131
C34 -1.3728 -0.6439 -3.2655
C35 -4.7516 1.6671 -2.6094
C36 -4.2630 3.0916 -2.7623
C37 -5.8816 1.2714 -3.3232
H27 -7.8716 -1.4669 -3.8122
H28 -7.4242 -0.3266 -5.0857
H29 -8.4786 0.1925 -3.7716
H30 -6.1893 -1.8968 -2.2190
H31 -4.6953 -2.4306 -0.5748
H32 -3.9160 -1.1346 0.3486
H33 -3.0635 -1.8911 -0.9863
H34 -0.8837 5.9283 2.0490
H35 0.8676 6.8950 3.5525
H36 3.0022 5.6795 3.8871
H37 3.3827 3.5219 2.7223
H38 1.6215 2.5888 1.2492
H39 -1.1698 3.8211 -1.8268
H40 0.0453 4.5348 -3.8617
H41 0.5809 2.8631 -5.6249
H42 -0.1038 0.5128 -5.3281
H43 -1.0001 -1.2196 -4.1139
H44 -2.4555 -0.7776 -3.2016
H45 -0.9368 -1.0699 -2.3562
H46 -3.7356 3.4238 -1.8686
H47 -5.1018 3.7686 -2.9436
H48 -3.5688 3.1804 -3.6024
H49 -6.3770 1.9903 -3.9733
C38 7.9537 -1.8418 2.2225
C39 7.0235 -1.5615 3.3756
C40 7.4706 -0.8704 4.5005
C41 6.5240 -0.6943 5.5002
N9 5.2801 -1.1370 5.4356
C42 4.8935 -1.8022 4.2917
S2 3.3070 -2.4245 4.1667
N10 5.7813 -2.0028 3.2585
H50 8.9848 -1.9490 2.5664
H51 7.9141 -1.0250 1.5006
H52 7.6344 -2.7505 1.7130
H53 8.4881 -0.5118 4.5940
H54 6.7936 -0.1703 6.4177